(1)
A cluster of 2 separate species, C9H11F10N5O4S in total in a non-equilibrium geometry. Source: the Open Molecules 2025 dataset; level of theory: wB97M-V/def2-TZVPD.

Calculated values
E   -63161.67159 eV
Energy above the lowest of the compared OMol25 structures with the same formula, charge and spin   0.00 kcal per mole

The geometry in ORCA input format:
```
! RIJCOSX wB97M-V def2-TZVPD def2/J DEFGRID3
* xyz 0 1
S 2.4495 1.9334 2.0278
F 1.1087 -2.3840 -3.3094
F -0.2486 -5.0665 -0.5092
F -0.1555 -3.2690 -4.8513
F 3.8370 0.7233 3.8942
F 4.1831 2.8513 3.7478
F 1.6521 -4.2894 -1.2600
F 0.5337 -5.1592 -3.3114
F -1.4845 -4.6230 -2.6917
F -1.0308 -2.0597 -3.2814
F 2.3596 2.1142 4.6411
O 1.4637 0.8546 2.1133
O 3.5223 1.6630 1.1019
O 1.8649 3.2517 1.9587
O -3.1039 2.3529 -0.4196
N -2.0374 -0.3488 0.5606
N 0.9447 -1.8865 -0.2224
N -1.1900 -2.3654 -0.3957
N 0.2512 -0.8302 0.2700
N -1.4964 4.3824 0.5161
C 3.2551 1.9046 3.6742
C -0.0783 -2.9395 -3.5623
C 0.3113 -4.1004 -1.2395
C -1.7557 1.9839 -0.1923
C -1.7589 1.0306 1.0061
C -0.2161 -4.2218 -2.7074
C -1.0533 -1.1296 0.1616
C 0.0334 -2.7653 -0.6107
C -0.8162 3.2054 -0.0187
H -1.4144 1.4607 -1.0857
H -0.4220 3.4590 -0.9948
H -1.1835 4.5364 1.4649
H -1.2115 5.2059 0.0105
H -2.9665 -0.7173 0.4963
H 0.6958 -0.0345 0.7256
H -3.4015 1.9347 -1.2238
H -0.8452 1.0408 1.5726
H 0.0564 2.9257 0.5747
H -2.6001 1.3480 1.6045
H 1.9478 -1.9726 -0.2352
*
```

---

(2)
A cluster of 2 separate species, C4H10FN in total in a non-equilibrium geometry. Source: the Open Molecules 2025 dataset; level of theory: wB97M-V/def2-TZVPD.

Calculated values
E   -8514.39375 eV
Energy above the lowest of the compared OMol25 structures with the same formula, charge and spin   75.76 kcal per mole

The geometry in ORCA input format:
```
! RIJCOSX wB97M-V def2-TZVPD def2/J DEFGRID3
* xyz 0 1
F -0.4422 -1.4128 0.4910
N -0.5545 0.8269 0.8891
C 2.7014 -1.1613 -0.1220
C -0.8234 -0.1818 0.0445
C -0.9553 2.0307 0.6673
C -1.8819 -0.2158 -0.9791
H -0.0278 0.7324 1.7935
H -0.9111 2.7481 1.4202
H 2.5506 -2.1145 0.4628
H 1.7280 -0.9698 -0.4531
H -2.7915 0.3219 -0.6035
H 3.1397 -0.3771 0.4912
H -1.5878 2.2561 -0.3077
H -2.0584 -1.3071 -1.0948
H 3.4027 -1.3766 -0.8606
H -1.4883 0.2008 -1.8389
*
```

---

(3)
A cluster of 2 separate species, C5H7Cl2NO2S in total in a non-equilibrium geometry. Source: the Open Molecules 2025 dataset; level of theory: wB97M-V/def2-TZVPD.

Calculated values
E   -46759.83203 eV
Energy above the lowest of the compared OMol25 structures with the same formula, charge and spin   23.53 kcal per mole

The geometry in ORCA input format:
```
! RIJCOSX wB97M-V def2-TZVPD def2/J DEFGRID3
* xyz 0 1
Cl 0.0918 3.5762 0.3280
Cl 2.4267 -1.1417 -0.3080
S 3.4021 0.0148 -1.4693
O -0.6859 0.1510 -0.0052
O -0.2436 -0.5769 2.1220
N 1.8275 1.5030 0.1549
C -1.9291 -0.6214 -0.0312
C -1.7863 -1.8742 -0.8878
C 0.1105 -0.0737 1.0596
C 1.4238 0.6313 1.0460
C 1.3292 2.5974 -0.2476
H -2.2629 -1.8427 -1.8829
H 2.0634 0.4801 1.8279
H 1.9054 3.0361 -1.0635
H -2.0443 -2.7810 -0.2604
H -0.6495 -2.0679 -1.0628
H -2.8071 0.0619 -0.3763
H -2.1717 -1.0724 1.0568
*
```

---

(4)
The ion C6H8NS2 with charge +1 in a non-equilibrium geometry. Source: the Open Molecules 2025 dataset; level of theory: wB97M-V/def2-TZVPD.

Calculated values
E   -29501.87174 eV
Energy above the lowest of the compared OMol25 structures with the same formula, charge and spin   62.49 kcal per mole

The geometry in ORCA input format:
```
! RIJCOSX wB97M-V def2-TZVPD def2/J DEFGRID3
* xyz 1 1
S 2.3873 -1.2192 -0.9045
S -0.2995 -1.2210 -2.7260
N 0.8566 0.0970 0.7888
C 0.7090 0.8897 2.0847
C -1.6819 -0.2911 -1.9000
C -0.0828 -0.1060 -0.0486
C -1.4491 0.1641 -0.4286
C 0.8053 -0.9578 -1.4627
C 2.1309 -0.3202 0.5129
H -1.7124 1.1845 -0.2220
H -2.4020 -1.1209 -1.7659
H -2.0648 -0.4934 0.1925
H -0.1351 1.3877 1.8257
H 2.7997 -0.2957 1.3652
H -1.9208 0.5363 -2.6104
H 0.5246 0.2318 3.0703
H 1.5350 1.5341 2.2287
*
```

---

(5)
A structure of composition C30H20F5N2OPbSi in a non-equilibrium geometry. Source: the Open Molecules 2025 dataset; level of theory: wB97M-V/def2-TZVPD.

Calculated values
E   -63164.11592 eV

The geometry in ORCA input format:
```
! RIJCOSX wB97M-V def2-TZVPD def2/J DEFGRID3
* xyz 1 1
Pb 0.0000 0.0000 0.0000
Si 1.5640 3.2079 0.0940
F -1.2610 -1.9079 4.9859
F -0.5280 -2.1449 2.3657
F -1.3968 2.7939 4.5091
F -1.6963 0.5656 6.0600
F -0.6634 2.5421 1.8903
O 0.8551 1.7139 0.0794
N 0.6908 -6.2867 -1.3032
N -0.9374 -1.8788 -0.0871
C -0.7419 -0.9325 2.8940
C 4.8315 4.4601 -2.2594
C 2.5359 3.1408 4.1745
C -1.4669 6.6030 -1.1454
C -2.1297 -4.3944 -0.2202
C 0.0724 -5.3650 -0.9754
C -2.8459 -3.3273 0.1593
C -2.1891 -2.0031 0.2217
C -0.1532 -3.0010 -0.4944
C 5.0012 2.0702 -1.9936
C -1.1153 -0.8118 4.2287
C 3.1298 3.2724 -0.9751
C 0.3693 4.5831 -0.4155
C 2.8107 4.9479 2.0663
C -0.8107 1.4501 2.6524
C -0.7042 -4.2252 -0.5669
C 3.2704 5.2820 3.3426
C 0.2370 4.9966 -1.7562
C -0.6656 6.0037 -2.1134
C 3.8260 2.0725 -1.2391
C 5.5021 3.2637 -2.5043
C 2.2051 3.6983 1.8222
C -0.5863 0.1955 2.0944
C -1.3735 6.1950 0.1810
C -1.1843 1.5785 3.9863
C -0.4689 5.1939 0.5433
C 3.6588 4.4683 -1.4984
C -1.3365 0.4456 4.7746
C 3.1329 4.3794 4.3940
C 2.0754 2.8003 2.9004
H 0.4863 -0.1621 -1.7373
H -2.7748 -1.1437 0.5298
H -2.5872 -5.3760 -0.2742
H 3.4581 1.1200 -0.8522
H 1.6125 1.8223 2.7572
H 6.4174 3.2614 -3.0906
H -0.7522 6.3107 -3.1526
H 0.8921 -2.8536 -0.7445
H -2.0128 6.6467 0.9358
H 2.4290 2.4360 4.9952
H 0.8253 4.5337 -2.5485
H -3.8930 -3.4245 0.4189
H 5.2267 5.3908 -2.6593
H 2.9324 5.6809 1.2705
H 3.4928 4.6409 5.3861
H 3.1716 5.4264 -1.3232
H -2.1755 7.3775 -1.4272
H 3.7377 6.2484 3.5158
H 5.5247 1.1355 -2.1784
H -0.4411 4.8888 1.5902
*
```